Entry 1:
Formula: C24H37IN5O7PS
Source: the OMol25 dataset
Level of theory: ωB97M-V with the def2-TZVPD basis set

```
76
Properties=species:S:1:pos:R:3:forces:R:3
N -4.80347 -1.58768 -4.98870 0.576 0.271 -0.223
P -3.26807 -1.60401 -5.11219 -0.953 0.026 0.195
O -2.63920 -3.08059 -5.11695 0.081 -0.043 -0.010
O -2.67301 -0.95246 -6.46489 0.264 -0.065 0.060
C -2.46491 -0.82323 -3.68263 0.533 0.060 0.102
C -2.03723 -1.68024 -2.66752 -0.102 0.325 0.006
C -1.46448 -1.17171 -1.51520 -0.093 0.038 0.000
C -1.36618 0.20668 -1.31876 0.111 -0.029 -0.174
C -1.81248 1.06661 -2.32497 -0.026 -0.168 0.165
I -1.69230 3.13946 -2.00100 -0.248 0.119 0.019
C -2.32114 0.57178 -3.53733 -0.357 -0.002 0.173
C -2.67029 1.51486 -4.66649 0.339 -0.102 0.006
C -1.38241 2.08615 -5.28371 0.118 0.109 -0.135
C -0.28194 1.05390 -5.47302 0.384 -0.009 -0.290
C 0.96364 1.65815 -6.13674 -0.457 -0.100 0.266
S 2.44025 0.76199 -5.58183 0.346 0.381 -0.211
C 2.17979 1.05465 -3.89300 0.128 -0.775 0.301
N 2.18729 0.13584 -2.98744 -0.140 -0.051 0.121
N 1.84426 0.75972 -1.78846 0.129 0.531 -0.392
C 1.65316 1.99568 -2.08831 0.147 -0.156 0.248
O 1.84984 2.26951 -3.39482 0.024 0.153 -0.053
C -0.76447 0.62920 -0.00495 0.032 -0.727 -0.353
O -1.11813 1.60891 0.60874 -2.690 -1.957 -2.721
C 0.27667 -0.28566 0.54492 -0.171 -0.416 -0.061
C 0.19592 -1.59804 0.32604 -0.040 0.375 -0.052
C -0.93815 -2.11941 -0.47980 0.080 -0.123 0.134
O -1.40323 -3.22596 -0.32777 0.193 0.069 -0.202
H -5.24906 -1.16279 -5.79314 -0.263 -0.195 0.070
H -1.73977 -3.12873 -4.77048 0.055 -0.046 -0.078
H -2.32496 -1.64009 -7.04585 -0.003 0.023 -0.059
H -2.14467 -2.75243 -2.75533 -0.042 -0.031 0.111
H -3.23042 0.99795 -5.43850 -0.138 -0.006 0.067
H -3.28861 2.33028 -4.29010 -0.042 -0.019 -0.017
H -0.98910 2.86019 -4.62391 0.026 0.028 -0.107
H -1.59370 2.58770 -6.23247 -0.182 -0.109 -0.009
H 0.05336 0.68207 -4.50260 -0.410 -0.059 0.032
H -0.61488 0.18046 -6.03434 -0.056 0.079 -0.007
H 0.95522 1.57900 -7.22289 -0.015 0.069 0.007
H 1.04152 2.70577 -5.84858 0.213 0.047 -0.165
H 1.37292 2.79805 -1.42683 0.049 0.050 -0.088
H 1.04881 0.17309 1.15161 -0.497 -0.403 0.097
H 0.92318 -2.29039 0.72981 -0.178 -0.127 0.093
C 0.76536 1.67998 4.44447 0.009 -0.225 0.005
O 0.38342 1.46711 3.10114 0.002 -0.169 0.204
C 0.30667 2.61674 2.28227 0.844 1.337 0.496
C 1.65058 3.07021 1.69554 0.002 0.094 0.619
C 2.55028 3.80524 2.68339 0.127 0.124 -0.115
N 2.39836 1.95706 1.10598 -0.024 0.144 -0.107
H 0.38483 2.62699 4.83821 0.001 0.034 -0.091
H 1.85207 1.65160 4.56357 0.021 0.092 0.048
H 0.34047 0.86603 5.03157 0.000 -0.005 0.051
H -0.34830 2.33033 1.45492 1.504 1.175 1.831
H -0.18786 3.43781 2.81838 0.157 0.082 0.207
H 1.40646 3.77450 0.89096 -0.034 -0.006 -0.050
H 3.02489 3.11487 3.38108 -0.031 -0.034 0.023
H 3.34692 4.32292 2.14998 0.079 -0.009 0.010
H 1.98992 4.54453 3.25879 -0.020 -0.035 -0.012
H 1.84416 1.52367 0.37423 0.407 0.221 -0.063
H 2.47650 1.23445 1.81711 0.242 0.106 0.083
C 0.17672 -1.98639 4.08764 -0.186 -0.034 -0.067
O 0.25088 -3.38669 4.26762 0.069 0.058 -0.020
C 1.34990 -3.84227 5.03058 0.054 -0.138 -0.015
C 1.15264 -3.76836 6.55005 -0.108 0.131 0.031
C 1.27803 -2.35925 7.12088 0.067 0.021 0.042
N -0.12315 -4.34313 6.98176 0.035 -0.078 -0.130
H 1.17154 -1.53632 4.00747 0.022 0.019 0.032
H -0.37444 -1.50632 4.90043 0.083 0.072 0.016
H -0.36540 -1.79814 3.16136 0.015 -0.028 0.023
H 1.47780 -4.89203 4.75439 -0.041 -0.001 -0.017
H 2.26413 -3.31199 4.73025 -0.001 0.043 0.045
H 1.95024 -4.37374 6.99212 0.024 -0.023 -0.040
H 0.38693 -1.76416 6.91967 -0.006 -0.013 -0.033
H 1.39802 -2.40459 8.20268 -0.036 -0.017 0.007
H 2.14183 -1.83729 6.70399 -0.009 0.004 -0.011
H -0.16550 -5.32044 6.70953 0.025 -0.017 0.074
H -0.86445 -3.89714 6.44833 -0.013 0.041 0.052
```
Positions in Å, forces in eV/Å.

Output
LUMO energy: -1.31 eV
2S+1: 1
SMILES string: N=P(O)(O)c1cc2c(c(I)c1CCCCSc1nnco1)C(=O)C=CC2=O.COC[C@@H](C)N.COC[C@@H](C)N

---

Entry 2:
Formula: C24H37N3O3PS4Sn
Source: the OMol25 dataset
Level of theory: ωB97M-V with the def2-TZVPD basis set

```
73
Properties=species:S:1:pos:R:3:forces:R:3
Sn -0.18332 -0.07270 -1.06540 -0.251 0.119 -0.296
C 1.81094 1.03062 1.76192 0.032 0.037 -0.096
N 1.55554 -0.39006 1.76827 -0.050 -0.063 -0.222
C 0.75297 -0.81789 2.89703 -0.060 -0.323 0.062
C -0.44573 0.04285 3.24253 -0.203 -0.030 -0.072
N -1.46048 0.14344 2.18674 0.110 0.408 0.144
C -1.99381 1.50021 2.05155 -0.038 0.000 0.065
C -2.56573 -0.75847 2.28281 -0.086 -0.250 -0.238
C -3.28181 -0.87354 3.47747 0.144 -0.018 -0.084
C -4.41537 -1.65690 3.58796 -0.025 0.024 0.042
C -4.86722 -2.33345 2.46398 -0.048 -0.033 -0.068
C -4.18023 -2.22161 1.27147 0.077 0.034 -0.117
C -3.02142 -1.43395 1.13611 0.118 -0.112 0.033
S -2.32130 -1.39952 -0.48642 -0.235 0.213 0.157
C 2.66353 -1.25109 1.51423 0.156 -0.074 -0.095
C 3.95688 -0.72408 1.57944 -0.053 -0.072 0.051
C 5.09303 -1.47951 1.31303 -0.019 -0.041 -0.004
C 4.93954 -2.81884 0.99011 -0.078 0.011 -0.012
C 3.66499 -3.36125 0.91889 -0.064 0.126 0.044
C 2.48269 -2.62781 1.15366 -0.051 0.077 -0.095
S 0.93899 -3.41842 0.89631 0.212 0.289 0.115
H 2.31652 1.39329 2.67751 0.007 -0.007 -0.015
H 2.42419 1.28930 0.89998 -0.011 0.023 -0.015
H 0.86679 1.56908 1.65358 0.116 -0.038 0.019
H 0.40903 -1.83220 2.68145 0.039 -0.028 0.050
H 1.37542 -0.85761 3.81171 0.048 0.015 0.016
H -0.84649 -0.41573 4.15334 -0.135 0.076 0.072
H -0.14564 1.05586 3.52073 0.046 -0.019 -0.030
H -2.63990 1.77722 2.90357 0.028 0.003 0.013
H -1.18384 2.22064 1.96869 0.021 0.005 -0.034
H -2.57823 1.57943 1.13520 -0.017 -0.038 0.000
H -2.94144 -0.32048 4.34348 0.056 0.046 0.035
H -4.94641 -1.72394 4.53012 0.004 -0.002 0.010
H -5.76568 -2.93853 2.51254 0.023 -0.043 -0.002
H -4.53274 -2.74554 0.38992 0.003 0.002 0.043
H 4.09740 0.31336 1.85078 -0.046 0.027 -0.008
H 6.07428 -1.02038 1.36246 0.000 -0.003 0.019
H 5.80702 -3.43975 0.78842 -0.018 -0.010 -0.039
H 3.53366 -4.39712 0.63213 0.002 -0.041 0.018
C -1.01982 6.46575 -0.08160 -0.018 0.009 0.052
C -2.01810 5.50524 -0.69470 0.062 0.019 -0.022
O -1.53711 5.08146 -1.96648 -0.025 -0.051 0.057
P -1.45079 3.47887 -2.37741 -0.080 -0.027 -0.231
S -0.54541 -0.16551 -3.37137 0.052 -0.093 0.138
S -0.41648 2.68211 -0.75301 0.205 -0.286 0.337
O -3.03821 3.15341 -2.01097 -0.104 0.142 -0.044
C -3.48823 1.80303 -2.09997 0.030 -0.146 0.001
C -4.98159 1.80272 -2.35989 0.063 0.010 -0.003
H -1.36181 6.78205 0.90913 0.027 0.022 -0.031
H -0.89372 7.35162 -0.70859 0.019 -0.022 0.003
H -0.05467 5.96827 0.02267 -0.021 0.009 0.007
H -2.98888 5.98959 -0.83867 -0.021 -0.003 -0.016
H -2.16173 4.64804 -0.03581 -0.008 -0.044 -0.023
H -3.26806 1.28140 -1.16222 0.027 0.061 -0.071
H -2.95028 1.26665 -2.89151 -0.031 0.024 0.109
H -5.47801 2.49669 -1.67833 -0.030 -0.040 0.036
H -5.38280 0.79885 -2.20067 0.006 0.037 -0.030
H -5.20074 2.11291 -3.38393 -0.014 0.021 0.014
C 3.94268 -3.08945 -4.29329 -0.081 0.129 0.052
N 3.63222 -2.13944 -3.24468 0.001 -0.030 -0.002
C 4.47762 -0.96660 -3.07744 -0.078 -0.107 -0.069
C 2.45070 -2.13642 -2.54535 -0.060 -0.264 -0.075
C 1.42094 -3.19864 -2.80749 0.020 0.063 0.008
O 2.23667 -1.24912 -1.73783 0.174 0.299 0.188
H 5.00299 -3.01237 -4.52801 0.031 0.006 -0.009
H 3.37651 -2.90996 -5.21394 -0.015 0.005 -0.015
H 3.75555 -4.11101 -3.96928 -0.016 -0.024 0.021
H 5.41958 -1.13308 -3.59844 0.016 -0.003 -0.002
H 4.67214 -0.79648 -2.02376 0.020 0.007 0.171
H 3.99555 -0.07023 -3.47326 -0.015 0.032 -0.031
H 1.78545 -4.06392 -3.35276 -0.001 -0.053 -0.036
H 0.61464 -2.70865 -3.36346 0.038 0.003 -0.031
H 1.00658 -3.50269 -1.84498 0.072 0.003 0.081
```
Positions in Å, forces in eV/Å.

Output
LUMO energy (alpha / beta): 4.58 / 4.10 eV
2S+1: 2
net charge: -2

---

Entry 3:
Formula: C24H37N3OPtSSi2
Source: the OMol25 dataset
Level of theory: ωB97M-V with the def2-TZVPD basis set

```
69
Properties=species:S:1:pos:R:3:forces:R:3
Pt 0.16864 1.08110 -0.68847 -0.331 -1.006 -0.581
C 1.23388 -4.80160 -2.91735 0.015 0.043 0.046
C 1.18235 -4.51643 -1.42247 0.072 0.004 -0.050
N 1.72317 -3.19824 -1.08053 -0.155 0.067 -0.235
C 3.13729 -3.15798 -0.72803 0.021 -0.098 0.147
C 3.36841 -3.43342 0.75192 0.019 0.052 0.003
C 0.94799 -2.10112 -1.18618 0.031 0.162 0.021
S 1.70286 -0.59314 -0.74772 0.206 -0.142 0.515
N -0.29975 -2.32217 -1.59118 -0.027 -0.221 0.101
C -1.13449 -1.38330 -2.03831 0.213 -0.421 0.089
O -0.92855 -0.16332 -2.15895 0.071 1.123 -0.137
C -2.47012 -1.89397 -2.48952 -0.088 0.122 -0.026
C -2.75034 -3.25417 -2.55284 0.017 -0.065 0.008
C -3.99931 -3.69131 -2.96730 -0.014 -0.009 -0.004
C -4.97981 -2.77307 -3.31770 0.023 0.046 0.006
C -4.70697 -1.41186 -3.25460 0.043 -0.052 0.014
C -3.45612 -0.97605 -2.84446 -0.028 -0.011 -0.012
H 0.86155 -5.80660 -3.12456 0.009 0.024 0.001
H 2.25800 -4.73453 -3.29066 -0.029 -0.001 -0.015
H 0.61712 -4.08162 -3.45503 0.012 -0.019 -0.005
H 1.77747 -5.25078 -0.87737 0.011 0.015 0.028
H 0.16121 -4.57443 -1.05920 -0.043 0.002 0.029
H 3.55262 -2.19523 -1.00704 0.026 0.040 -0.033
H 3.64543 -3.91117 -1.33429 -0.056 -0.026 -0.026
H 2.96701 -2.62215 1.36147 -0.012 -0.025 -0.042
H 4.43723 -3.52348 0.95440 -0.031 0.009 0.020
H 2.88310 -4.36328 1.05354 0.028 0.000 0.009
H -1.97967 -3.96037 -2.27504 -0.012 0.022 -0.005
H -4.21038 -4.75206 -3.01741 0.009 0.006 0.004
H -5.95509 -3.11717 -3.63939 0.016 0.007 0.006
H -5.47000 -0.69288 -3.52457 0.011 -0.001 0.002
H -3.22484 0.07942 -2.79244 -0.004 -0.017 0.004
C -0.79972 2.05931 3.91868 -0.029 0.014 0.023
Si -0.80324 1.27089 2.20815 0.010 -0.234 0.182
C -2.54637 1.46405 1.53344 -0.012 -0.004 0.050
C -0.43305 -0.55351 2.43318 -0.026 -0.028 0.048
C 0.45832 2.13075 1.08985 -0.424 0.627 -0.707
C -0.26731 3.31123 0.48902 -0.177 -0.490 -0.574
C -0.51131 4.60729 0.89757 -0.008 0.222 0.000
C -1.27089 5.43757 0.07248 0.050 -0.132 -0.010
C -1.76309 4.97389 -1.13869 0.057 -0.096 0.064
C -1.49365 3.65849 -1.50562 -0.163 0.269 0.046
N -0.79740 2.87338 -0.70780 0.564 0.084 1.235
Si 2.20538 2.36147 1.71466 0.044 0.227 -0.050
C 2.32326 3.72899 3.00445 0.009 0.071 0.014
C 2.82764 0.79491 2.52947 -0.016 0.026 -0.021
C 3.29937 2.88302 0.28648 0.079 -0.026 0.019
H -1.56156 1.57951 4.54210 0.036 0.045 -0.026
H -1.02857 3.12906 3.87880 0.034 -0.050 0.012
H 0.16358 1.93370 4.42024 -0.051 0.010 -0.014
H -3.23536 0.91521 2.18348 0.025 0.028 -0.028
H -2.63812 1.05968 0.52350 -0.033 0.014 0.020
H -2.86642 2.51069 1.52450 0.015 -0.049 -0.053
H -1.29769 -1.04559 2.89132 0.042 0.042 -0.010
H 0.42497 -0.71170 3.09166 -0.027 -0.016 -0.079
H -0.23172 -1.03953 1.47669 0.002 -0.009 0.053
H -0.11628 4.96344 1.83946 -0.018 -0.002 -0.024
H -1.47638 6.45561 0.37864 0.013 -0.009 0.013
H -2.34663 5.61170 -1.78732 0.006 -0.032 0.003
H -1.84753 3.22927 -2.43463 0.018 -0.005 0.009
H 1.75437 3.50252 3.90899 0.019 0.027 -0.043
H 1.97911 4.69218 2.61668 0.040 -0.046 0.020
H 3.37215 3.85707 3.29248 -0.057 -0.010 0.006
H 2.31651 0.63051 3.48309 0.035 -0.035 -0.067
H 3.89716 0.89313 2.74012 -0.050 -0.017 -0.020
H 2.67508 -0.07624 1.88970 0.016 -0.005 0.052
H 2.96300 3.84715 -0.10896 0.006 -0.065 -0.011
H 3.27505 2.15609 -0.52764 -0.005 0.014 0.005
H 4.33746 3.00115 0.61307 -0.049 0.008 -0.022
```
Positions in Å, forces in eV/Å.

Output
relative energy (zero: lowest compared OMol25 entry of this formula, charge and spin): 0.0 kJ/mol
LUMO energy: 0.32 eV
2S+1: 1

---

Respective max |F| values: 0.0836, 0.0095, 0.0265 hartree/bohr.
Respective E values: -2774.32595, -3475.22109, -2272.84999 Ha.